Formula: C5H8N2
Source: OMol25
Level of theory: wB97M-V/def2-TZVPD

Its energy above the lowest of the compared OMol25 structures with the same formula, charge and spin is 2.704 eV. The value obtained for the total energy is -304.7361 a.u. As for the max |F|: 0.0229 Eh/bohr. Its highest occupied orbital energy is -8.597 eV. Its LUMO energy is 0.7 eV.

The geometry in ORCA input format:
```
! RIJCOSX wB97M-V def2-TZVPD def2/J DEFGRID3
* xyz 0 1
C -1.031 0.840 0.918
C 0.118 -0.578 -1.565
C 1.466 -0.327 -0.854
C 1.942 1.044 -0.649
N 2.394 2.087 -0.430
C -0.954 -0.671 0.716
N -0.828 -0.934 -0.729
H -1.112 1.096 1.976
H -0.151 1.349 0.514
H -1.902 1.234 0.383
H 2.169 -0.783 -1.555
H 1.582 -0.843 0.111
H -1.874 -1.150 1.060
H -0.127 -1.129 1.270
H -1.691 -1.236 -1.168
*
```